(1)
Computed, not measured: a 2-piece molecular cluster, C15H19N2O overall at a distorted geometry, with ωB97M-V with the def2-TZVPD basis set.

Each line ends with the Löwdin charge.
Cartesian coordinates (Å):
O (-1.0719, 1.9418, 0.5417)  0.06
C (-1.7099, 0.9446, 0.8609)  -0.34
C (-3.1970, 1.0805, 1.1949)  -0.11
C (-3.8626, -0.1039, 1.8837)  -0.20
C (-3.3271, -1.4324, 1.3382)  -0.19
C (-1.7989, -1.6205, 1.4089)  -0.15
C (-1.0426, -0.3891, 1.0046)  -0.17
N (0.2189, -0.2618, 1.5017)  0.00
N (1.2650, -0.0515, 1.9568)  0.29
H (-3.3415, 1.9538, 1.8568)  0.14
H (-3.7381, 1.2840, 0.2508)  0.14
H (-3.6783, -0.0317, 2.9594)  0.12
H (-4.9552, -0.0430, 1.7265)  0.13
H (-3.8279, -2.2127, 1.9287)  0.12
H (-3.6422, -1.5308, 0.2893)  0.12
H (-1.4245, -1.9041, 2.4169)  0.13
H (-1.5440, -2.4865, 0.7611)  0.11
C (1.6913, -2.0765, -0.4907)  -0.02
C (1.2311, -0.8365, -1.1681)  -0.16
C (0.2010, -0.9967, -2.2418)  -0.01
C (1.9348, 0.3999, -1.0671)  -0.17
C (1.7925, 1.4806, -2.0215)  0.04
C (2.7542, 2.4905, -2.0766)  -0.04
C (3.7143, 2.6403, -1.0713)  -0.01
C (3.7349, 1.7237, -0.0218)  -0.03
C (2.8541, 0.6520, -0.0086)  -0.03
H (2.7828, -2.2475, -0.5759)  0.12
H (1.4495, -2.1807, 0.5811)  0.09
H (1.1866, -2.9238, -0.9863)  0.09
H (0.5520, -0.5647, -3.1928)  0.10
H (-0.0154, -2.0694, -2.3862)  0.10
H (-0.7354, -0.4746, -1.9857)  0.11
H (0.9675, 1.4525, -2.7454)  0.13
H (2.7491, 3.1894, -2.9254)  0.13
H (4.5070, 3.3917, -1.1586)  0.13
H (4.4238, 1.8281, 0.8097)  0.12
H (2.9021, -0.0150, 0.8520)  0.08

## Properties
DFT total energy, eV: -20881.2691
Frontier orbital gap, Ha: 0.2285
ΔE to the lowest compared entry with this formula, charge and spin, eV: 3.207
HOMO energy, eV: -11.9
Total charge: +1
Spin multiplicity: 1
Molar mass, g mol⁻¹: 243.33

***

(2)
Computed, not measured: C12H7FN4O3Pd as an isolated structure at a distorted geometry, with ωB97M-V with the def2-TZVPD basis set.

Each line ends with the Löwdin charge.
Cartesian coordinates (Å):
Pd (1.0601, 2.1154, -1.5017)  1.18
O (-1.9241, -3.9880, 0.2157)  0.11
N (-1.5998, -3.3255, 1.1769)  -0.32
O (-1.7753, -3.6180, 2.3304)  0.14
C (-0.9133, -2.0285, 0.9126)  -0.02
C (-0.4657, -1.3704, 1.9999)  0.11
C (0.1984, -0.1058, 1.8738)  -0.09
C (0.6855, 0.6533, 2.9614)  0.09
C (1.2898, 1.8659, 2.7334)  0.03
C (1.4212, 2.3376, 1.4232)  -0.02
N (0.9706, 1.6165, 0.4081)  -0.02
C (0.3590, 0.4136, 0.6039)  -0.13
C (-0.1215, -0.2737, -0.5397)  -0.13
N (0.0704, 0.3627, -1.7344)  -0.04
C (-0.3678, -0.1955, -2.8528)  -0.06
C (-1.0144, -1.4289, -2.8349)  0.02
C (-1.1967, -2.0950, -1.6474)  0.09
C (-0.7608, -1.5072, -0.4329)  -0.02
H (-0.6243, -1.8024, 2.9793)  0.15
H (0.5800, 0.2729, 3.9702)  0.15
H (1.6713, 2.4687, 3.5449)  0.14
H (1.9028, 3.2773, 1.1838)  0.13
H (-0.1890, 0.3227, -3.7857)  0.13
H (-1.3620, -1.8546, -3.7655)  0.14
H (-1.6646, -3.0655, -1.6365)  0.13
O (0.7311, 4.1745, -3.4466)  0.41
N (0.9299, 3.1640, -3.1251)  0.17
F (2.1091, 3.6139, -1.0147)  -0.46

## Properties
DFT total energy, eV: -30834.9626
Frontier orbital gap, Ha: 0.1907
HOMO energy, eV: -16.8
Total charge: +2
Spin multiplicity: 1
Molar mass, g mol⁻¹: 380.63

***

(3)
Computed, not measured: C20H36CsN4OTa as an isolated structure at a distorted geometry, with ωB97M-V with the def2-TZVPD basis set.

Each line ends with the Löwdin charge.
Cartesian coordinates (Å):
N (-0.0027, 0.3787, 2.1213)  -0.06
C (-0.1927, 1.0527, 3.1300)  -0.37
O (-0.3506, 1.7102, 4.0940)  0.21
Cs (0.4581, -3.4759, 1.0542)  1.28
Ta (0.0025, 0.1597, 0.1259)  1.69
N (1.4277, -1.2443, -0.0422)  -0.53
N (0.1746, 1.9469, -0.6932)  -0.25
C (2.8511, -1.3229, 0.4757)  -0.68
C (0.6669, 3.2566, -0.2224)  -0.65
C (3.5354, -2.6078, -0.0211)  -0.06
C (3.6266, -0.1185, -0.0574)  -0.03
C (2.8178, -1.2975, 2.0088)  -0.08
C (-0.5182, 4.0469, 0.3318)  -0.02
C (1.2923, 4.0294, -1.3835)  -0.03
C (1.7175, 3.0923, 0.8665)  -0.04
H (3.1689, -3.5356, 0.4546)  0.04
H (4.6033, -2.5410, 0.2353)  0.11
H (3.4792, -2.7154, -1.1139)  0.09
H (3.6114, -0.0876, -1.1558)  0.09
H (4.6760, -0.1901, 0.2737)  0.11
H (3.2153, 0.8259, 0.3262)  0.06
H (2.0699, -0.5967, 2.4112)  0.05
H (3.8036, -0.9672, 2.3699)  0.11
H (2.6481, -2.2964, 2.4558)  0.05
H (-1.3068, 4.1450, -0.4216)  0.08
H (-0.1750, 5.0509, 0.6203)  0.11
H (-0.9401, 3.5589, 1.2202)  0.08
H (0.5393, 4.3573, -2.1075)  0.09
H (2.0472, 3.4206, -1.8920)  0.10
H (1.7833, 4.9278, -0.9876)  0.11
H (2.0090, 4.1003, 1.2055)  0.11
H (2.6187, 2.6048, 0.4735)  0.07
H (1.3492, 2.5457, 1.7431)  0.06
C (1.2447, -1.4668, -1.4987)  -0.19
H (0.4192, -0.8215, -1.9022)  0.07
H (2.1584, -1.2139, -2.0674)  0.10
H (0.9730, -2.5160, -1.7362)  0.07
C (-0.5756, 2.0047, -1.9707)  -0.11
H (-1.1834, 1.1026, -2.1237)  0.07
H (-1.2648, 2.8623, -1.9695)  0.10
H (0.1128, 2.0911, -2.8256)  0.10
C (-2.7405, -4.5720, 0.3056)  -0.13
N (-3.0206, -4.1102, -1.0309)  -0.29
C (-4.2241, -4.5675, -1.6646)  -0.08
C (-2.3169, -2.9599, -1.5609)  -0.16
C (-2.7129, -1.6443, -0.9206)  -0.19
C (-4.0557, -1.2868, -0.9116)  0.02
C (-4.5070, -0.1487, -0.2315)  0.00
C (-3.6130, 0.7182, 0.3829)  -0.01
C (-2.2276, 0.4414, 0.2916)  -0.22
C (-1.7642, -0.7541, -0.3515)  -0.24
H (-3.5919, -5.1819, 0.6468)  0.10
H (-2.6026, -3.7443, 1.0325)  0.06
H (-1.8464, -5.2389, 0.3309)  0.05
H (-5.1252, -4.0555, -1.2764)  0.08
H (-4.1601, -4.3845, -2.7471)  0.10
H (-4.3465, -5.6437, -1.4726)  0.10
H (-1.2233, -3.1362, -1.4702)  0.08
H (-2.5276, -2.9363, -2.6473)  0.14
H (-4.7786, -1.9166, -1.4376)  0.13
H (-5.5775, 0.0550, -0.1978)  0.13
H (-3.9262, 1.6200, 0.9138)  0.13
H (-1.5592, 1.2622, 0.7026)  0.07

## Properties
DFT total energy, eV: -31417.2581
Frontier orbital gap, Ha: 0.2455
HOMO energy, eV: -13.5
Total charge: +2
Spin multiplicity: 1
Molar mass, g mol⁻¹: 662.39

***

(4)
Computed, not measured: a 2-piece molecular cluster, C5H8O2 overall at a distorted geometry, with ωB97M-V with the def2-TZVPD basis set.

Each line ends with the Löwdin charge.
Cartesian coordinates (Å):
C (-1.3246, 1.2651, 0.0596)  0.00
C (-0.2755, 0.2969, -0.3656)  -0.56
O (-0.3606, -0.0428, -1.7193)  0.02
C (1.1780, 0.4739, 0.0605)  -0.18
O (2.2352, 0.1231, -0.7777)  -0.01
C (0.1328, -0.7519, 0.5203)  -0.23
C (-0.0044, -1.8551, 1.1418)  0.08
H (-1.3091, 2.1211, -0.6221)  0.09
H (-1.1412, 1.6202, 1.0777)  0.09
H (-2.3237, 0.8181, 0.0332)  0.09
H (-0.6001, -0.9780, -1.7876)  0.11
H (1.3219, -1.4915, 1.9591)  0.22
H (1.4287, 1.4415, 0.4848)  0.14
H (1.8141, -0.4663, -1.4209)  0.09
H (-0.7716, -2.5743, 1.3562)  0.04

## Properties
DFT total energy, eV: -9403.8444
Frontier orbital gap, Ha: 0.3242
ΔE to the lowest compared entry with this formula, charge and spin, eV: 5.988
HOMO energy, eV: -8.4
Spin multiplicity: 1
Molar mass, g mol⁻¹: 100.12

***

(5)
Computed, not measured: C8H16BF2N2O10Tl as an isolated structure at a distorted geometry, with ωB97M-V with the def2-TZVPD basis set.

Each line ends with the Mulliken spin population.
Cartesian coordinates (Å):
Tl (-0.8218, -1.6757, -2.7640)  0.00
B (0.8345, -1.9641, -0.1544)  0.40
H (1.3997, -2.0800, 0.7574)  0.01
H (1.4512, -1.6853, -0.9947)  0.28
H (0.3632, -2.8942, -0.4320)  0.10
H (0.1073, -1.1686, -0.1025)  0.14
C (0.9819, 4.3712, -2.1485)  0.00
C (-0.5129, 4.0606, -2.4809)  0.00
O (-0.3428, 2.7678, -2.9016)  0.00
C (0.6294, 2.1583, -2.2254)  0.00
O (0.6209, 0.9436, -2.0545)  0.00
O (1.4138, 3.0740, -1.7024)  0.00
F (-0.7786, 4.8776, -3.5538)  0.00
H (1.0858, 5.1298, -1.3727)  0.00
H (1.5677, 4.5582, -3.0484)  0.00
H (-1.2988, 4.1331, -1.7291)  0.00
C (-1.6646, -2.3805, 2.5403)  0.00
C (-0.9837, -3.8053, 2.4945)  0.00
O (-1.8271, -4.3225, 1.4837)  0.00
C (-2.1239, -3.3429, 0.6029)  -0.01
O (-2.3530, -3.5090, -0.6154)  0.01
O (-2.1076, -2.1973, 1.2369)  0.02
F (-1.1829, -4.5126, 3.5864)  0.00
H (-0.8720, -1.6599, 2.7417)  0.00
H (-2.5397, -2.3193, 3.1873)  0.00
H (0.0864, -3.8369, 2.2900)  0.00
C (-2.4391, 1.2603, 1.3503)  0.00
N (-2.2707, 1.2836, -0.1250)  0.00
O (-2.2389, 2.3857, -0.5947)  0.00
O (-2.2108, 0.2937, -0.7589)  0.00
H (-2.0825, 2.1569, 1.8573)  0.00
H (-1.7463, 0.4885, 1.6857)  0.00
H (-3.4694, 1.0205, 1.6132)  0.00
C (3.3711, 0.1114, 0.8920)  0.00
N (3.9264, -0.5896, -0.2832)  -0.01
O (3.4724, -0.2262, -1.3503)  0.03
O (4.6567, -1.6488, -0.1967)  0.03
H (3.4024, -0.5870, 1.7283)  0.00
H (2.4009, 0.4189, 0.5020)  0.00
H (4.0956, 0.9124, 1.0392)  0.00

## Properties
DFT total energy, eV: -42797.2950
Frontier orbital gap (alpha / beta), Ha: 0.3780 / 0.1836
HOMO energy (alpha / beta), eV: -13.6 / -13.6
Total charge: +1
Spin multiplicity: 2
Molar mass, g mol⁻¹: 553.41

***

(6)
Computed, not measured: a 2-piece molecular cluster, C8H10N4O2 overall at a distorted geometry, with ωB97M-V with the def2-TZVPD basis set.

Each line ends with the Löwdin charge.
Cartesian coordinates (Å):
C (1.2981, 0.6958, -1.6508)  -0.23
C (2.3847, 0.8948, 0.5402)  -0.24
C (-1.4966, -1.1258, -0.0878)  -0.51
C (1.2542, -1.6230, -0.2088)  -0.34
C (-0.4363, 2.5404, 0.7625)  -0.02
C (-1.2497, 0.4032, -0.3034)  -0.09
C (-0.0950, 1.0496, 0.5093)  -0.30
C (1.2024, 0.6569, -0.2079)  -0.23
N (1.3352, 0.8540, -2.7974)  0.18
N (3.2576, 1.0790, 1.2693)  0.16
N (-1.9080, -1.9184, -1.1004)  0.17
N (1.4238, -2.0529, 1.0396)  0.18
O (-1.2709, -1.5889, 1.0499)  0.00
O (1.0634, -2.1132, -1.2319)  0.17
H (-0.3793, 3.0875, -0.1283)  0.07
H (-1.4064, 2.5514, 1.0431)  0.04
H (0.2403, 3.0913, 1.3573)  0.08
H (-2.2243, 0.8826, -0.1633)  0.12
H (-1.0580, 0.7529, -1.3633)  0.12
H (-0.1559, 0.5013, 1.4450)  0.12
H (-2.1160, -1.3424, -1.9651)  0.15
H (-2.4074, -2.7709, -0.8779)  0.12
H (1.1839, -1.4642, 1.8607)  0.14
H (1.5600, -3.0411, 1.2093)  0.13

## Properties
DFT total energy, eV: -18511.3353
Frontier orbital gap, Ha: 0.3212
ΔE to the lowest compared entry with this formula, charge and spin, eV: 1.940
HOMO energy, eV: -9.1
Spin multiplicity: 1
Molar mass, g mol⁻¹: 194.19